{
  "formula": "C3H5Cl",
  "method": "wB97M-V/def2-TZVPD",
  "orbital_gap_ev": 10.32,
  "relative_energy_kcal_mol": 73.00,
  "total_energy_ev": -15710.68041,
  "multiplicity": 1,
  "charge": 0,
  "symbols": ["C", "C", "C", "Cl", "H", "H", "H", "H", "H"],
  "xyz": [[-0.487, -0.231, 0.534], [-1.434, 0.219, -0.212], [1.581, -0.091, -0.103], [-3.117, -0.067, 0.025], [-0.382, -0.590, 1.464], [-1.234, 0.555, -1.150], [1.621, -0.904, -0.849], [1.326, 0.910, -0.549], [2.124, 0.199, 0.840]],
  "forces_ev_per_a": [[4.9155, 1.0321, -2.3925], [-0.6286, -1.2328, 0.9000], [-4.7708, 2.5634, 0.8304], [-0.5567, 0.1759, 0.4195], [-0.4394, -1.4464, 3.0575], [0.4048, 1.2195, -2.5729], [0.6731, 0.3868, 1.0857], [0.6768, -1.1612, -0.1615], [-0.2748, -1.5373, -1.1661]],
  "mulliken_charge": [-0.454, -0.126, -0.818, -0.177, 0.368, 0.350, 0.303, 0.237, 0.318]
}

***

{
  "formula": "C5H13NO2",
  "method": "wB97M-V/def2-TZVPD",
  "orbital_gap_ev": 10.40,
  "relative_energy_kcal_mol": 33.89,
  "total_energy_ev": -10980.40922,
  "multiplicity": 1,
  "charge": 0,
  "symbols": ["C", "C", "C", "C", "C", "N", "O", "H", "H", "H", "H", "H", "H", "H", "H", "H", "H", "H", "O", "H", "H"],
  "xyz": [[2.241, 1.182, -0.412], [1.708, 0.004, 0.402], [0.203, 0.299, 0.736], [-0.564, -0.900, 1.183], [-1.829, -1.249, 0.397], [-1.681, -2.191, -0.579], [-2.879, -0.732, 0.712], [2.814, 1.922, 0.147], [1.438, 1.702, -0.954], [2.954, 1.037, -1.247], [1.726, -1.018, 0.053], [2.187, -0.054, 1.386], [0.128, 1.118, 1.430], [-0.341, 0.869, -0.060], [0.018, -1.815, 1.407], [-0.910, -0.719, 2.222], [-2.285, -2.126, -1.387], [-0.748, -2.529, -0.739], [-1.223, 2.000, -1.565], [-0.770, 1.158, -1.627], [-2.188, 2.040, -1.503]],
  "forces_ev_per_a": [[0.8904, 0.3667, -1.5733], [-1.4773, 1.0507, 1.0810], [0.5174, 0.9650, -1.4940], [-0.9914, -1.3038, 2.3727], [0.4806, 0.4106, 1.1950], [0.0929, 0.2067, -0.4574], [-0.2247, 0.0016, -0.7707], [-0.4855, 0.0160, 0.5630], [0.0037, 0.0173, 0.5205], [-0.1940, -0.9538, 0.4157], [0.4525, -0.0629, -0.9699], [0.2670, 0.0443, -0.2040], [0.3176, 0.0354, 1.0066], [0.7126, -1.2051, 0.2581], [0.3092, 0.3157, -0.8551], [-0.2746, 0.1053, -0.6173], [-0.1224, -0.2624, 0.2339], [-0.0171, 0.0567, -0.1838], [0.2479, 1.5680, -0.2329], [-1.1042, -0.3159, -0.2232], [0.5993, -1.0561, -0.0649]],
  "mulliken_charge": [-0.990, -0.433, -0.251, -0.958, 0.445, -0.426, -0.584, 0.296, 0.233, 0.310, 0.385, 0.285, 0.385, -0.095, 0.537, 0.273, 0.246, 0.228, -0.654, 0.458, 0.308]
}

***

{
  "formula": "C5H5BrS2",
  "method": "wB97M-V/def2-TZVPD",
  "orbital_gap_ev": 7.68,
  "relative_energy_kcal_mol": 69.48,
  "total_energy_ev": -96975.11003,
  "multiplicity": 1,
  "charge": 0,
  "symbols": ["C", "C", "C", "C", "C", "S", "S", "Br", "H", "H", "H", "H", "H"],
  "xyz": [[-0.578, 0.211, 0.080], [-0.214, 1.476, -0.062], [0.197, -0.961, -0.445], [-1.773, 0.578, 0.974], [1.616, -0.484, -0.811], [-1.368, 2.397, 0.840], [1.598, 1.156, -1.618], [2.816, -0.603, 0.836], [0.102, -1.754, 0.307], [-0.062, -1.485, -1.343], [-2.840, 0.284, 0.616], [-1.714, 0.297, 2.087], [2.218, -1.113, -1.462]],
  "forces_ev_per_a": [[-0.2258, 0.6961, -0.2588], [2.7445, -1.4218, -2.6141], [0.2406, -0.2269, 0.8348], [-1.4907, -1.2643, 1.3385], [0.7908, 0.9363, 0.7915], [-0.3616, 0.0814, -0.1357], [-2.3091, -0.1152, 2.8408], [-0.4548, 0.3003, -0.4013], [0.8626, 0.0924, 0.0289], [-1.3107, 0.2326, -0.8593], [1.9408, 0.7435, 0.2815], [0.1901, 0.2373, -1.6897], [-0.6168, -0.2917, -0.1573]],
  "mulliken_charge": [0.175, -0.029, -0.574, -0.356, -0.387, -0.128, -0.088, -0.163, 0.288, 0.246, 0.300, 0.278, 0.439]
}